Record 1
DFT (wB97M-V/def2-TZVPD) results for C26H30Br2N4O8PRb as an isolated structure in a non-equilibrium geometry.

Results
* spin multiplicity: 1
* HOMO: -0.1259 Eh
* net charge: -2
* HOMO-LUMO gap: 7.0 eV
* energy above the lowest of the compared OMol25 structures with the same formula, charge and spin: 73.56 kJ/mol
* LUMO energy: 3.558 eV

Positions of all 72 atoms, in Å:
Rb -0.9391 0.1832 -0.0397
O 1.2295 2.7285 2.2243
C -0.0353 2.6943 2.8996
C -1.0742 3.5467 2.1885
N -1.5823 2.9001 0.9810
C -1.2462 3.6190 -0.2425
C -1.1440 2.7379 -1.5013
O -0.1199 2.9193 -2.2413
O -2.0700 1.9497 -1.7798
C -2.9988 2.5415 1.0845
C -3.2658 1.3900 2.0969
O -4.2953 1.4915 2.7991
O -2.4223 0.4502 2.0779
H 1.1362 2.3297 1.3395
H 0.1368 3.0861 3.9046
H -0.4165 1.6746 2.9785
H -0.5787 4.4860 1.9238
H -1.8946 3.7880 2.8752
H -0.2781 4.0879 -0.1062
H -1.9754 4.4131 -0.4880
H -3.3321 2.1888 0.1072
H -3.6108 3.4079 1.3679
O -0.5266 -7.7653 2.1862
C 0.4581 -7.2025 1.6602
O 1.6036 -7.6420 1.4085
C 0.2124 -5.7384 1.2156
C -0.9979 -5.1045 1.4382
C -1.1708 -3.7885 1.0105
N -0.2097 -3.0968 0.4042
C 0.9579 -3.7040 0.1927
C 1.2065 -5.0164 0.5726
C 1.9949 -2.8759 -0.4929
C 3.3560 -3.0766 -0.2693
C 4.2707 -2.2822 -0.9394
C 3.8085 -1.3125 -1.8160
C 2.4357 -1.1789 -1.9661
N 1.5494 -1.9315 -1.3232
C -2.4615 -3.0638 1.2205
C -3.1201 -3.1376 2.4430
C -4.2781 -2.4018 2.6280
C -4.7620 -1.6394 1.5818
C -4.0554 -1.6512 0.3912
N -2.9274 -2.3345 0.2003
H -1.7907 -5.6574 1.9264
H 2.1478 -5.5121 0.3716
H 3.6825 -3.8366 0.4283
H 5.3339 -2.4118 -0.7739
H 4.4906 -0.6743 -2.3668
H 2.0190 -0.4362 -2.6410
H -2.6988 -3.7294 3.2467
H -4.7765 -2.3973 3.5902
H -5.6319 -1.0076 1.6994
H -4.4075 -1.0721 -0.4593
Br 0.0835 0.0538 -5.7423
C -0.9677 0.4031 -4.1395
Br -1.4580 -1.2128 -3.2240
H -1.8690 0.9063 -4.4445
H -0.3913 1.0377 -3.4826
C 2.5398 2.4836 -2.9868
P 2.2668 2.6898 -1.2103
C 2.1116 4.4702 -0.9174
C 4.0059 2.4803 -0.6370
O 1.4901 1.7109 -0.3841
H 3.3376 3.1806 -3.2571
H 1.6529 2.6836 -3.5836
H 2.8944 1.4688 -3.1697
H 3.0298 4.9412 -1.2755
H 2.0359 4.6209 0.1618
H 1.2487 4.8974 -1.4207
H 4.7243 3.0954 -1.1883
H 4.2712 1.4244 -0.7441
H 4.0575 2.7294 0.4274

Force components x, y, z for each atom (eV/Å):
Rb 0.62 -1.06 -0.05
O -0.28 0.10 0.21
C 0.21 0.03 -0.24
C 0.10 -0.11 -0.02
N -0.17 0.15 -0.25
C -0.03 -0.18 -0.08
C 0.21 0.40 -1.10
O -0.49 0.18 0.37
O -0.04 0.21 0.13
C 0.09 -0.13 0.20
C 0.05 -0.09 0.24
O 0.24 -0.05 -0.27
O -0.56 0.36 0.51
H 0.02 -0.10 0.05
H 0.09 0.02 0.02
H -0.01 -0.06 0.04
H -0.07 0.14 0.04
H -0.05 -0.10 -0.02
H -0.01 0.04 0.05
H -0.04 0.06 0.09
H 0.02 0.06 -0.01
H -0.03 0.09 0.02
O 0.32 0.10 -0.04
C -0.06 -0.21 -0.19
O -0.29 0.08 0.17
C 0.06 -0.06 0.08
C -0.10 0.09 0.01
C -0.03 -0.02 -0.01
N -0.07 0.08 0.00
C 0.01 0.07 -0.01
C 0.10 0.07 -0.04
C -0.12 0.01 -0.01
C 0.11 -0.02 -0.01
C -0.01 -0.02 0.04
C -0.02 0.02 -0.04
C -0.07 -0.10 0.05
N 0.09 0.14 -0.09
C -0.01 0.03 -0.06
C -0.02 0.00 0.05
C 0.03 -0.04 0.05
C -0.04 0.01 0.01
C 0.06 -0.09 -0.09
N -0.05 0.01 0.09
H 0.02 0.01 -0.02
H -0.03 0.00 0.02
H -0.01 0.02 -0.01
H -0.01 -0.02 0.00
H -0.04 -0.03 0.03
H -0.01 -0.04 0.04
H 0.00 0.02 -0.04
H 0.01 0.01 -0.04
H 0.04 -0.01 -0.01
H 0.06 0.02 0.05
Br 0.02 0.04 0.02
C -0.06 -0.17 0.00
Br 0.02 0.01 -0.08
H -0.11 0.07 -0.05
H 0.08 0.10 0.11
C -0.21 -0.03 -0.11
P 1.11 -0.11 0.44
C -0.24 0.01 0.00
C -0.07 -0.06 0.00
O -0.15 0.19 -0.25
H -0.01 -0.05 0.00
H 0.00 -0.05 0.14
H 0.01 0.01 -0.03
H -0.03 -0.01 0.01
H -0.02 0.01 -0.01
H -0.01 -0.06 -0.01
H -0.08 -0.04 0.03
H -0.01 0.09 0.00
H -0.05 -0.02 -0.10



Record 2
DFT (wB97M-V/def2-TZVPD) results for C26H30BrIIrN4O4PTe as an isolated structure in a non-equilibrium geometry.

Results
* spin multiplicity: 1
* HOMO (spin up / spin down): -0.2418 / -0.2419 Eh
* HOMO-LUMO gap (spin up / spin down): 4.4 / 4.4 eV
* energy above the lowest of the compared OMol25 structures with the same formula, charge and spin: 450.12 kJ/mol
* LUMO energy (spin up / spin down): -2.227 / -2.226 eV

Positions of all 69 atoms, in Å:
Ir 1.4777 -0.1576 0.2975
Br 2.0990 -7.0226 2.9329
C 1.8687 -5.4822 1.8688
C 2.2445 -5.5097 0.5316
C 2.0743 -4.3718 -0.2269
C 1.5538 -3.2209 0.3417
O 1.3417 -2.0969 -0.5040
C 1.1960 -3.1594 1.6905
C 0.6610 -2.0218 2.4102
N 0.7217 -0.8036 2.0030
C 0.1933 0.2716 2.7888
C -0.6310 0.1605 3.8699
C -1.0764 1.3180 4.5420
C -0.7018 2.5604 4.1221
C 0.1441 2.7057 2.9973
C 0.5457 3.9548 2.4677
C 1.3707 3.9845 1.3865
C 1.8008 2.7772 0.8048
N 1.4233 1.6025 1.2514
C 0.5919 1.5516 2.3444
C 1.3515 -4.3392 2.4324
H 2.6622 -6.4042 0.0935
H 2.3704 -4.3677 -1.2678
H 0.2539 -2.2376 3.3924
H -0.9747 -0.8104 4.2000
H -1.7401 1.2107 5.3891
H -1.0528 3.4466 4.6354
H 0.1924 4.8685 2.9289
H 1.6958 4.9192 0.9531
H 2.4661 2.7752 -0.0471
H 1.0803 -4.3324 3.4797
I -1.3215 -2.9397 -4.1732
C 1.0703 -2.3171 -1.7543
H 0.9895 -1.4438 -2.3903
H 0.6327 -3.2662 -2.0708
C -4.2846 -1.6633 -1.3956
C -3.6903 -0.5496 -2.2295
O -2.3521 -0.2702 -1.7881
P -2.0041 1.0418 -0.9584
O -0.5584 0.8801 -0.5750
Te -2.4425 3.0226 -2.1807
O -2.9020 0.8911 0.3759
C -3.9934 1.7496 0.7267
C -3.5302 2.8871 1.6100
H -5.2685 -1.9379 -1.7789
H -4.3780 -1.3562 -0.3523
H -3.6318 -2.5360 -1.4437
H -4.2966 0.3595 -2.1763
H -3.6153 -0.8459 -3.2738
H -4.7143 1.1211 1.2517
H -4.4674 2.1401 -0.1754
H -2.9644 2.4934 2.4568
H -4.3904 3.4448 1.9854
H -2.8875 3.5638 1.0450
C 1.2260 2.5797 -4.3492
C 1.9092 1.6369 -3.4212
C 3.0099 0.8115 -3.5721
C 3.1730 0.1537 -2.3473
N 2.2343 0.5651 -1.4914
N 1.4889 1.4794 -2.1591
C 4.1661 -0.8915 -1.9625
H 1.6649 2.5220 -5.3425
H 1.3109 3.6030 -3.9820
H 0.1625 2.3451 -4.4142
H 3.6118 0.6841 -4.4557
H 0.5983 1.7687 -1.7407
H 5.1290 -0.7046 -2.4339
H 3.8259 -1.8769 -2.2939
H 4.2863 -0.9143 -0.8793

Force components x, y, z for each atom (eV/Å):
Ir 0.27 -0.45 0.32
Br -0.02 0.01 -0.02
C 0.04 -0.08 0.03
C -0.05 0.02 0.10
C 0.08 0.16 -0.24
C -0.04 -0.10 0.29
O 0.37 -0.11 -0.09
C -0.23 0.08 -0.07
C -0.11 -0.11 0.29
N 0.27 0.21 -0.23
C 0.16 -0.01 0.00
C -0.10 -0.10 0.01
C -0.04 -0.07 0.03
C 0.05 0.03 -0.02
C 0.00 0.01 -0.02
C -0.01 -0.01 0.09
C 0.09 0.04 -0.01
C 0.11 0.08 0.03
N -0.31 0.02 -0.08
C 0.11 -0.02 -0.05
C 0.08 0.02 0.01
H 0.01 0.01 -0.01
H 0.01 -0.04 0.02
H -0.01 -0.03 -0.03
H -0.04 0.04 0.04
H 0.01 -0.02 0.00
H -0.01 0.00 -0.03
H -0.01 -0.01 -0.01
H 0.01 -0.02 -0.01
H -0.06 0.00 -0.05
H -0.03 0.00 -0.02
I 0.44 0.03 0.56
C -1.38 0.19 -0.49
H 0.27 -0.02 -0.02
H 0.40 -0.09 -0.16
C 0.15 0.00 0.06
C -0.12 0.00 0.00
O -0.06 -0.07 0.08
P 0.06 0.12 -0.26
O -0.33 0.29 0.05
Te 0.01 -0.01 0.07
O 0.01 0.06 0.02
C -0.06 0.05 0.03
C 0.11 -0.05 0.02
H 0.00 0.00 0.00
H -0.03 0.00 -0.01
H -0.05 -0.02 -0.04
H 0.03 0.03 -0.02
H 0.08 0.00 -0.01
H 0.03 -0.06 -0.02
H 0.02 -0.01 -0.04
H -0.06 0.00 0.04
H 0.01 0.02 -0.01
H -0.02 0.00 -0.02
C -0.03 -0.05 -0.02
C 0.06 0.10 0.11
C 0.05 -0.05 -0.05
C 0.07 0.00 0.08
N -0.24 0.07 -0.15
N 0.07 0.07 -0.16
C -0.07 0.03 0.02
H 0.03 -0.01 0.01
H -0.01 0.00 -0.03
H 0.00 0.01 0.01
H -0.02 0.03 0.00
H -0.08 -0.20 0.05
H 0.01 0.00 0.01
H 0.06 -0.01 -0.01
H 0.00 0.01 0.00



Record 3
DFT (wB97M-V/def2-TZVPD) results for a 5-piece molecular cluster, C26H30BrNO14 overall in a non-equilibrium geometry.

Results
* spin multiplicity: 1
* HOMO: -0.3537 Eh
* HOMO-LUMO gap: 8.1 eV
* LUMO energy: -1.519 eV
* structure (SMILES): Nc1cccc2c1C(=O)C=C(Br)C2=O.C[C@@H]1COC(=O)O1.C[C@@H]1COC(=O)O1.C[C@@H]1COC(=O)O1.C[C@@H]1COC(=O)O1

Positions of all 72 atoms, in Å:
N 0.6507 -4.9392 -0.7883
C 0.6079 -3.4822 -0.9137
C 1.8145 -2.6857 -1.1157
C 1.6961 -1.2376 -1.2355
C 0.3854 -0.5814 -1.1902
C -0.7876 -1.4016 -0.9913
C -0.7130 -2.8610 -0.8270
C -2.0431 -3.6161 -0.5712
O -2.0377 -4.6383 0.0724
C -3.3611 -3.0099 -1.1090
C -3.4114 -1.6692 -1.2585
Br -5.0659 -0.8492 -1.8750
C -2.1952 -0.7341 -0.9456
O -2.3342 0.4386 -0.7153
H 0.5519 -5.2647 -1.7612
H 1.5922 -5.2394 -0.5211
H 2.7995 -3.2003 -1.1796
H 2.6074 -0.6158 -1.3666
H 0.3282 0.5253 -1.3137
H -4.2035 -3.7049 -1.3031
C -1.9666 -6.4424 2.8776
C -1.1665 -7.7224 2.9434
C -1.6608 -8.8122 2.0351
O -1.1843 -9.9866 2.6958
C -1.1070 -9.6834 4.0232
O -0.9153 -10.4794 4.8856
O -1.2827 -8.3479 4.2269
H -1.6935 -5.8614 1.9967
H -3.0395 -6.6445 2.8337
H -1.7954 -5.8349 3.7683
H -0.1058 -7.5076 2.7763
H -1.2550 -8.7401 1.0268
H -2.7516 -8.8695 1.9799
C 5.9858 0.9120 1.0770
C 5.9823 0.4784 -0.3717
C 7.1561 0.9704 -1.1711
O 6.6306 0.9668 -2.4998
C 5.2867 1.1577 -2.3886
O 4.5595 1.3829 -3.3018
O 4.8866 1.0596 -1.0880
H 6.6696 0.2961 1.6631
H 6.2928 1.9552 1.1796
H 4.9851 0.8330 1.5050
H 5.8778 -0.6100 -0.4345
H 8.0251 0.3182 -1.0936
H 7.4519 1.9936 -0.9230
C -3.2247 2.6788 -2.3615
C -2.4583 3.7090 -3.1594
C -1.3610 4.3955 -2.3983
O -1.2397 5.6338 -3.1014
C -2.4662 5.8970 -3.6384
O -2.7737 6.9312 -4.1391
O -3.2908 4.8187 -3.5187
H -2.6636 1.7472 -2.2909
H -3.4292 3.0294 -1.3475
H -4.1913 2.4739 -2.8259
H -2.0868 3.2605 -4.0869
H -0.4227 3.8425 -2.4184
H -1.6247 4.6170 -1.3602
C -1.5455 8.4471 2.4874
C -0.8719 7.2034 1.9529
C -1.8106 6.1966 1.3516
O -1.0775 4.9801 1.4976
C -0.2709 5.1429 2.5871
O 0.3474 4.2686 3.1027
O -0.2740 6.4399 3.0052
H -1.7926 9.1322 1.6750
H -2.4672 8.2029 3.0204
H -0.8958 8.9615 3.1973
H -0.0766 7.4820 1.2537
H -2.0281 6.3969 0.3026
H -2.7512 6.0963 1.9008

Force components x, y, z for each atom (eV/Å):
N 0.75 1.03 -1.09
C -0.48 0.80 0.40
C -2.17 1.32 0.19
C -1.53 -1.05 0.25
C 0.67 -1.98 0.24
C 0.44 -0.76 -0.10
C 1.28 1.95 -0.72
C 0.75 0.25 -0.06
O -0.60 0.32 -0.44
C 1.13 0.61 0.18
C -0.06 -0.36 -0.05
Br 1.18 -0.30 0.48
C 0.46 -0.90 -0.29
O -0.04 -0.67 0.04
H -0.21 -0.25 0.62
H -0.28 0.25 -0.03
H -0.91 0.52 0.06
H -0.80 -0.52 0.04
H -0.13 -1.16 0.20
H 0.68 0.64 0.28
C -0.16 0.09 0.21
C -0.41 0.94 -0.12
C 0.15 -0.13 -0.47
O 0.02 0.10 0.38
C 0.01 -0.22 0.35
O -0.04 0.14 -0.21
O 0.15 -0.63 -0.16
H 0.02 -0.08 0.04
H 0.06 -0.08 0.00
H 0.14 -0.02 -0.08
H -0.02 -0.12 -0.06
H 0.07 -0.18 0.08
H 0.03 0.18 0.07
C -0.20 0.24 0.08
C 0.07 0.12 1.01
C 0.45 -0.22 -0.10
O -0.43 0.05 0.08
C -0.20 0.17 -0.35
O 0.12 -0.08 0.21
O 0.19 -0.09 -0.56
H -0.04 -0.01 -0.07
H -0.01 -0.04 -0.08
H 0.07 -0.15 -0.02
H 0.08 0.03 -0.11
H -0.05 0.00 -0.22
H -0.11 -0.05 0.15
C -0.25 0.19 -0.10
C -0.49 -0.83 0.43
C 0.52 -0.14 0.06
O -0.40 0.11 -0.15
C -0.19 0.28 -0.16
O 0.09 -0.18 0.14
O 0.49 0.52 -0.10
H -0.10 0.29 -0.11
H 0.09 -0.01 -0.03
H 0.13 -0.05 -0.11
H 0.09 0.11 0.02
H 0.05 0.20 -0.07
H -0.11 -0.20 -0.03
C -0.06 0.02 0.31
C -0.34 0.91 0.17
C -0.22 -0.05 -0.52
O 0.27 0.08 0.33
C 0.21 -0.29 0.27
O -0.14 0.16 -0.14
O 0.01 -0.59 -0.28
H 0.06 -0.06 0.01
H 0.05 -0.07 -0.04
H 0.06 0.01 -0.17
H -0.05 -0.11 -0.05
H 0.08 -0.17 0.00
H 0.06 0.18 0.06



Here are the calculated total energy numbers, same order: -199824.9264; -139162.7428; -127645.4218 (eV).